Record 1
The following is a DFT calculation (wB97M-V/def2-TZVPD) of the molecule C6H14O3 in a non-equilibrium geometry.

Geometry as XYZ:
```
23
Properties=species:S:1:pos:R:3:nbo_charge:R:1
C 2.036 0.115 -2.088 -0.62
C 1.483 0.387 -0.698 -0.17
C 1.086 1.844 -0.521 -0.62
C 0.070 -0.642 -0.466 -0.41
C -0.054 -0.783 0.984 -0.44
C -1.767 -0.653 1.356 0.76
O -2.604 -1.612 0.766 -0.74
O -2.215 0.614 1.001 -0.75
O -1.928 -0.790 2.736 -0.74
H 2.348 -0.929 -2.187 0.21
H 2.921 0.729 -2.297 0.20
H 1.290 0.330 -2.861 0.20
H 2.249 0.131 0.041 0.19
H 0.751 2.049 0.500 0.21
H 1.926 2.518 -0.735 0.21
H 0.263 2.112 -1.192 0.20
H -0.761 -0.186 -1.007 0.21
H 0.295 -1.597 -0.946 0.21
H 0.418 -0.033 1.618 0.21
H 0.260 -1.771 1.330 0.21
H -3.027 -1.132 0.037 0.49
H -2.668 0.947 1.796 0.50
H -2.373 -1.647 2.833 0.49
```

gap between HOMO and LUMO	10.17	eV
ΔE to the lowest compared entry with this formula, charge and spin	28.9	kcal/mol
HOMO	-9.42	eV
E_LUMO	0.746	eV

Record 2
The following is a DFT calculation (wB97M-V/def2-TZVPD) of a cluster of 2 separate species, C6H14O3 in total in a non-equilibrium geometry.

Geometry as XYZ:
```
23
Properties=species:S:1:pos:R:3:nbo_charge:R:1
C 1.191 -1.938 -1.548 -0.52
C 1.336 -2.128 -0.250 0.33
C 2.588 -2.172 0.550 -0.68
O 0.221 -2.243 0.638 -0.73
H 0.221 -1.878 -2.012 0.21
H 2.055 -1.838 -2.181 0.21
H 3.196 -3.032 0.277 0.23
H 2.216 -2.272 1.588 0.24
H 3.160 -1.254 0.436 0.23
H -0.590 -2.316 0.117 0.49
C -0.905 3.074 0.005 -0.62
C -1.962 2.054 0.414 -0.43
C -1.449 0.611 0.336 0.37
O -0.325 0.501 1.153 -0.75
O -1.168 0.200 -0.982 -0.74
H -0.666 2.992 -1.055 0.19
H -1.268 4.083 0.188 0.21
H 0.001 2.920 0.585 0.22
H -2.261 2.233 1.447 0.21
H -2.843 2.137 -0.223 0.21
H -2.247 -0.075 0.666 0.13
H -0.033 -0.428 1.174 0.50
H -0.467 0.769 -1.324 0.47
```

gap between HOMO and LUMO	10.04	eV
ΔE to the lowest compared entry with this formula, charge and spin	26.2	kcal/mol
HOMO	-9.24	eV
E_LUMO	0.798	eV

Record 3
The following is a DFT calculation (wB97M-V/def2-TZVPD) of the molecule C6H14O4S in a non-equilibrium geometry.

Geometry as XYZ:
```
25
Properties=species:S:1:pos:R:3:nbo_charge:R:1
C 1.082 -2.535 2.900 -0.59
C 0.258 -1.412 2.290 -0.41
C 1.050 -0.594 1.280 -0.51
S 0.248 0.996 0.940 0.09
C -0.871 0.733 -0.514 0.40
O -1.184 -0.559 -0.626 -0.71
O -2.036 1.475 -0.321 -0.76
C -0.140 1.406 -1.825 0.49
C -0.963 1.203 -3.070 -0.64
O 1.192 0.898 -1.919 -0.73
O -0.016 2.786 -1.518 -0.73
H 1.396 -3.261 2.212 0.20
H 2.063 -2.047 3.272 0.19
H 0.600 -3.056 3.654 0.21
H -0.085 -0.795 3.102 0.21
H -0.599 -1.909 1.924 0.19
H 1.956 -0.548 1.677 0.21
H 1.200 -1.035 0.230 0.23
H -1.778 -0.783 0.085 0.49
H -1.981 2.503 -0.469 0.52
H -1.934 1.451 -2.883 0.23
H -0.465 1.987 -3.768 0.23
H -0.837 0.240 -3.350 0.21
H 1.122 0.053 -2.422 0.48
H 0.722 2.806 -0.878 0.50
```

gap between HOMO and LUMO	9.35	eV
ΔE to the lowest compared entry with this formula, charge and spin	0.0	kcal/mol
HOMO	-8.67	eV
E_LUMO	0.682	eV

Record 4
The following is a DFT calculation (wB97M-V/def2-TZVPD) of a structure of composition C6H14O4V in a non-equilibrium geometry.

Geometry as XYZ:
```
25
Properties=species:S:1:pos:R:3:mulliken_spin:R:1
C -1.417 2.627 -0.938 0.01
H -1.486 3.402 -0.160 0.00
H -0.453 2.699 -1.453 0.01
H -2.138 2.781 -1.757 0.00
O -1.816 1.280 -0.423 0.00
C -2.777 1.216 0.608 0.00
H -2.312 1.080 1.596 0.02
H -3.482 0.732 -0.154 0.00
H -3.355 2.136 0.779 0.00
C 2.528 0.438 -0.998 0.01
O 1.280 0.969 -1.285 0.01
C 2.433 -1.019 -0.552 0.01
O 1.397 -1.064 0.424 -0.02
C 0.821 -2.327 0.732 0.00
C -0.494 -2.029 1.445 0.01
O -1.226 -1.060 0.773 -0.01
V -0.117 0.178 -0.230 2.95
H 3.025 1.008 -0.183 0.00
H 3.219 0.473 -1.863 0.00
H 3.378 -1.393 -0.125 0.01
H 2.150 -1.665 -1.401 0.01
H 1.507 -2.921 1.357 0.01
H 0.637 -2.877 -0.207 0.01
H -0.254 -1.682 2.473 0.00
H -1.047 -2.983 1.543 0.00
```

gap between HOMO and LUMO (alpha / beta)	7.58 / 9.42	eV
HOMO (alpha / beta)	-6.78 / -8.99	eV
2S+1	4
E_LUMO (alpha / beta)	0.796 / 0.424	eV

Record 5
The following is a DFT calculation (wB97M-V/def2-TZVPD) of the molecule C6H14OS in a non-equilibrium geometry.

Geometry as XYZ:
```
22
Properties=species:S:1:pos:R:3:nbo_charge:R:1
C 2.404 0.190 0.537 -1.00
S 1.555 0.563 -0.875 1.64
C 1.286 2.409 -0.564 -0.78
O 2.214 0.192 -2.106 -0.92
C -0.531 -0.074 -0.996 -0.49
C -0.821 -0.743 0.297 -0.32
C -2.048 0.024 0.965 -0.62
C -1.005 -2.236 0.231 -0.59
H 2.536 -0.901 0.622 0.21
H 2.000 0.538 1.395 0.20
H 2.184 2.823 -0.058 0.25
H 1.287 2.727 -1.572 0.24
H 0.472 2.393 0.115 0.23
H -1.199 0.797 -1.172 0.22
H -0.330 -0.828 -1.827 0.23
H 0.150 -0.510 0.798 0.23
H -2.109 -0.088 2.111 0.22
H -2.938 -0.481 0.452 0.21
H -2.049 1.132 0.917 0.21
H -1.923 -2.472 -0.048 0.20
H -0.313 -2.839 -0.462 0.21
H -0.822 -2.616 1.239 0.21
```

gap between HOMO and LUMO	8.62	eV
ΔE to the lowest compared entry with this formula, charge and spin	105.3	kcal/mol
HOMO	-8.04	eV
E_LUMO	0.581	eV

Record 6
The following is a DFT calculation (wB97M-V/def2-TZVPD) of a cluster of 2 separate species, C6H14OS in total in a non-equilibrium geometry.

Geometry as XYZ:
```
22
Properties=species:S:1:pos:R:3:mulliken_spin:R:1
C 1.730 -2.891 -0.014 0.02
C 0.940 -2.229 1.122 -0.06
S 1.063 -0.423 1.080 0.89
C 0.207 -0.034 2.631 -0.03
H 2.158 -3.836 0.302 0.00
H 2.536 -2.252 -0.379 -0.01
H 1.105 -3.097 -0.882 0.00
H 1.324 -2.550 2.094 0.04
H -0.106 -2.537 1.053 0.04
H -0.664 -0.680 2.688 0.02
H 0.895 -0.241 3.452 0.04
H -0.031 1.025 2.579 0.00
C -1.720 1.002 -1.298 0.00
O -2.869 1.770 -0.997 0.02
C -0.823 1.766 -2.198 0.01
C 0.468 1.958 -1.972 0.01
H -2.013 0.052 -1.754 0.00
H -1.161 0.817 -0.362 0.01
H -3.621 1.178 -0.867 0.00
H -1.268 2.171 -3.102 0.00
H 1.117 2.543 -2.604 0.00
H 0.924 1.541 -1.078 0.01
```

net charge	+1
gap between HOMO and LUMO (alpha / beta)	9.50 / 4.51	eV
ΔE to the lowest compared entry with this formula, charge and spin	16.5	kcal/mol
HOMO (alpha / beta)	-12.90 / -12.84	eV
2S+1	2
E_LUMO (alpha / beta)	-3.399 / -8.330	eV

Record 7
The following is a DFT calculation (wB97M-V/def2-TZVPD) of the ion C6H14P with charge +1 in a non-equilibrium geometry.

Geometry as XYZ:
```
21
Properties=species:S:1:pos:R:3:nbo_charge:R:1
C 1.386 -1.113 0.286 -0.72
C -0.728 -0.516 0.382 -0.13
C -1.725 -1.285 -0.446 -0.65
C -1.195 -0.187 1.715 -0.70
C 1.127 1.988 0.549 -0.94
C 0.890 0.441 -2.076 -1.00
P 0.700 0.449 -0.301 1.49
H 1.876 -1.235 1.197 0.25
H 1.276 -1.915 -0.401 0.24
H -1.277 -1.682 -1.439 0.24
H -2.414 -0.478 -0.429 0.25
H -1.904 -2.077 0.259 0.24
H -1.956 -0.935 2.210 0.26
H -1.717 0.726 1.659 0.24
H -0.348 -0.008 2.362 0.24
H 1.901 2.488 -0.070 0.29
H 1.213 1.740 1.622 0.28
H 0.233 2.523 0.476 0.26
H 0.172 1.067 -2.705 0.29
H 0.629 -0.599 -2.367 0.27
H 1.865 0.608 -2.485 0.29
```

net charge	+1
gap between HOMO and LUMO	9.46	eV
ΔE to the lowest compared entry with this formula, charge and spin	84.9	kcal/mol
HOMO	-12.86	eV
E_LUMO	-3.396	eV

Record 8
The following is a DFT calculation (wB97M-V/def2-TZVPD) of the molecule C6H14P2 in a non-equilibrium geometry.

Geometry as XYZ:
```
22
Properties=species:S:1:pos:R:3:nbo_charge:R:1
C -0.485 -3.063 -0.195 -0.88
P 1.006 -2.364 -0.381 0.73
C 0.602 -0.827 -1.333 -1.03
P 0.542 0.557 -0.057 1.42
C 1.404 1.699 -1.087 -1.11
C 1.698 0.123 1.310 -0.98
C -1.198 0.326 0.692 -0.74
C -2.029 1.541 0.243 -0.63
H -0.375 -3.900 0.455 0.22
H -1.470 -2.770 -0.557 0.22
H 1.323 -0.476 -1.989 0.27
H -0.322 -0.915 -1.786 0.23
H 0.929 1.873 -2.020 0.21
H 1.753 2.686 -0.501 0.21
H 1.169 0.037 2.235 0.24
H 2.267 -0.809 1.235 0.26
H 2.445 0.936 1.135 0.27
H -1.471 -0.841 0.454 0.25
H -1.184 0.390 1.707 0.22
H -1.408 2.166 -0.418 0.22
H -2.963 1.394 -0.255 0.22
H -2.235 2.239 1.111 0.21
```

gap between HOMO and LUMO	7.83	eV
ΔE to the lowest compared entry with this formula, charge and spin	76.5	kcal/mol
HOMO	-7.49	eV
E_LUMO	0.344	eV